--- 1 ---
A 2-piece molecular cluster, C9H9FO2 overall, computed with ωB97M-V/def2-TZVPD.

```
! wB97M-V def2-TZVPD RIJCOSX def2/J DEFGRID3
* xyz 0 1
C -2.65 1.07 -0.09
C -1.86 1.10 -1.21
C -2.33 0.20 0.97
C -0.71 0.38 -1.22
C -1.16 -0.44 0.98
C -0.21 -0.25 -0.05
C 1.20 -2.24 0.49
C 2.43 1.00 -0.68
C 1.11 -0.83 -0.02
O 0.20 -2.78 0.90
O 2.21 -0.39 -0.62
F 2.09 -1.07 2.80
H -3.54 1.77 -0.18
H -2.04 1.76 -1.96
H -3.05 -0.05 1.68
H -0.04 0.13 -2.09
H -1.08 -1.14 1.84
H 2.22 -2.60 0.70
H 3.29 1.33 -1.30
H 2.39 1.52 0.30
H 1.52 1.53 -1.24
*
```

HOMO (spin up / spin down) in eV: -8.511 / -8.540
LUMO (spin up / spin down) in eV: -2.70 / -2.69



--- 2 ---
One molecule with the formula C9H9FO2, computed with ωB97M-V/def2-TZVPD.

```
! wB97M-V def2-TZVPD RIJCOSX def2/J DEFGRID3
* xyz 0 1
C -1.86 0.27 1.62
C -2.03 -0.50 0.34
F -3.40 -0.55 0.08
C -1.38 0.18 -0.85
C 0.11 0.11 -0.74
C 0.87 1.20 -0.82
C 2.35 1.13 -0.69
O 3.09 1.99 -1.12
C 2.86 -0.08 0.00
C 2.12 -1.18 0.08
C 0.79 -1.20 -0.58
O 0.32 -2.24 -1.02
H -2.34 1.23 1.55
H -2.33 -0.29 2.42
H -0.81 0.40 1.88
H -1.69 -1.52 0.45
H -1.66 1.22 -0.81
H -1.76 -0.24 -1.77
H 0.44 2.17 -0.99
H 3.86 -0.02 0.40
H 2.46 -2.08 0.57
*
```

HOMO in eV: -10.336
LUMO in eV: -1.46



Best to worst by energy: 2, 1.